# C14H27N5O6P

A 2-piece molecular cluster, C14H27N5O6P overall in a non-equilibrium geometry (the ωB97M-V functional and the def2-TZVPD basis, OMol25).

The value obtained for the strongest force on any atom is 2.72 eV/Å. The value obtained for the HOMO energy is -12.13 eV. The gap between HOMO and LUMO is 0.3367 hartree. The value obtained for the molecular weight is 392.4 g/mol. Its charge is +1.

Geometry as XYZ:
```
53
Properties=species:S:1:pos:R:3:forces:R:3:nbo_charge:R:1
P 3.349103 -3.259651 -2.145726 0.265 -1.154 1.760 2.17
O 4.681932 2.890532 0.113443 -0.800 -1.330 -0.673 -0.65
O 3.566065 -4.471030 -1.347486 0.113 -0.541 1.059 -1.12
O -0.957104 1.088789 3.993779 -0.011 0.168 0.094 -0.61
O 3.887086 -3.603258 -3.585618 0.151 0.713 -1.145 -0.98
O 2.715716 2.110668 -0.719426 0.824 0.515 0.397 -0.68
O -5.026826 0.381442 3.019855 0.548 -0.022 0.087 -0.60
N -5.973146 1.582274 1.434877 -0.632 0.778 -1.099 -0.60
N 0.201451 0.910753 -1.029467 -1.080 -0.877 -0.631 -0.46
N -2.414849 1.459242 2.404973 -1.830 0.920 -1.784 -0.63
N 5.263917 0.027010 0.520182 -0.024 0.639 -0.587 -0.82
N -1.364776 -0.598267 -1.309681 0.621 0.964 0.038 -0.47
C -6.056150 2.431992 0.244118 0.192 -0.093 0.368 -0.42
C 3.551272 -0.558649 -1.137665 0.373 0.180 -0.161 -0.39
C -0.162856 -0.169677 -1.744497 0.209 0.547 0.222 0.25
C 4.297762 -1.878972 -1.454843 -0.182 0.921 -0.045 -0.82
C 4.547279 0.537280 -0.675692 0.416 -0.067 1.082 -0.15
C -1.814644 0.625729 3.261387 1.362 -1.450 1.344 0.68
C 1.606437 -2.920841 -2.237366 -0.233 0.361 -0.667 -1.05
C -2.071824 -0.869342 3.281464 -0.356 0.333 0.191 -0.73
C -0.818064 1.213815 -0.153607 -0.543 -0.527 -0.060 -0.05
C 3.894326 1.929473 -0.428635 -0.688 -0.556 -0.321 0.82
C -4.889911 1.062377 2.018660 0.172 -1.155 0.894 0.65
C -3.489996 1.275469 1.404290 0.873 0.425 -0.005 -0.11
C -3.154363 0.198869 0.348396 -0.045 -0.636 -0.098 -0.45
C -1.800876 0.274290 -0.328904 -0.335 1.046 1.013 0.15
H -0.830239 2.053956 0.529754 0.334 -0.284 -0.236 0.27
H -2.151956 2.414265 2.598251 -0.115 0.052 0.026 0.41
H -3.255969 -0.785788 0.806020 -0.045 -0.088 0.050 0.25
H -1.892855 -1.384462 -1.674611 0.258 0.181 0.001 0.46
H -1.562498 -1.291350 4.147967 0.075 0.195 -0.171 0.26
H 5.998181 0.677452 0.813524 -0.432 -0.376 0.011 0.39
H 1.079506 -3.876207 -2.289446 0.219 0.045 -0.028 0.29
H -5.605582 1.938070 -0.617989 -0.043 0.084 -0.066 0.19
H -6.836137 1.371797 1.917373 0.172 -0.048 0.022 0.42
H 4.505975 -4.319049 -3.365971 0.039 -0.219 -0.488 0.53
H -1.671099 -1.326364 2.382249 0.028 -0.153 -0.196 0.21
H 1.074343 1.444352 -1.119387 0.240 -0.233 0.013 0.50
H 5.280121 0.687659 -1.476873 0.052 -0.006 0.136 0.23
H -7.105659 2.631028 0.014171 0.222 -0.108 0.096 0.24
H 4.626499 -0.161847 1.294657 0.231 0.240 -0.227 0.37
H 0.390126 -0.576949 -2.581762 -0.124 0.009 0.382 0.25
H -3.914698 0.246524 -0.432471 -0.137 -0.008 -0.036 0.24
H 1.408894 -2.353578 -3.145149 -0.312 0.175 -0.043 0.22
H -5.561313 3.389147 0.423155 -0.049 0.011 -0.142 0.20
H 1.295024 -2.392276 -1.338873 0.018 0.034 -0.007 0.23
H 3.029203 -0.214604 -2.036224 -0.041 0.092 0.098 0.20
H 5.103312 -1.673708 -2.162754 0.068 0.032 0.005 0.25
H 2.810012 -0.731318 -0.349553 0.009 0.085 -0.041 0.20
H 4.138227 3.687327 0.209298 0.004 0.078 0.020 0.51
H -3.545301 2.220342 0.866867 0.215 0.214 -0.032 0.22
H -3.131988 -1.080102 3.382287 -0.148 -0.043 -0.212 0.26
H 4.758910 -2.264636 -0.541322 -0.102 -0.062 -0.211 0.29
```
Forces are in eV/Å.